{
  "formula": "CH5S3",
  "method": "ωB97M-V/def2-TZVPD",
  "energy_ev": -33622.080,
  "lumo_ev": [0.62, -1.71],
  "orbital_gap_ev": [9.2, 7.4],
  "de_lowest_kj_mol": 89.09,
  "spin_multiplicity": 2,
  "elements": ["S", "S", "S", "C", "H", "H", "H", "H", "H"],
  "coordinates": [[1.2828, 0.9361, -0.3510], [-0.5554, 1.0200, -1.0825], [-1.7176, -2.3768, -2.0219], [1.3466, 0.8599, 1.5036], [-1.2017, -1.5871, -1.0682], [0.4672, 0.4674, 1.7256], [1.1021, 1.9383, 1.7562], [-3.0708, -1.7170, -2.2751], [2.3467, 0.4592, 1.8134]],
  "forces_ev_per_a": [[0.2367, -0.1703, -0.5415], [0.7887, 0.0590, 0.9039], [-2.4830, 0.6470, -0.8489], [2.5270, 3.8723, -2.0987], [-0.5159, 0.2748, -0.0646], [-3.3743, -2.9939, 1.6592], [1.2266, -0.9866, 0.1808], [2.9579, -1.0384, 0.8906], [-1.3637, 0.3361, -0.0808]],
  "lowdin_charge": [0.2925, 0.0844, 0.3611, -0.3917, -0.3210, -0.0515, 0.0547, -0.0922, 0.0636]
}

***

{
  "formula": "C17H21O3",
  "method": "ωB97M-V/def2-TZVPD",
  "energy_ev": -24103.940,
  "lumo_ev": -5.39,
  "orbital_gap_ev": 5.5,
  "de_lowest_kj_mol": 19.33,
  "charge": 1,
  "elements": ["O", "O", "O", "C", "C", "C", "C", "C", "C", "C", "C", "C", "C", "C", "C", "C", "C", "C", "C", "C", "H", "H", "H", "H", "H", "H", "H", "H", "H", "H", "H", "H", "H", "H", "H", "H", "H", "H", "H", "H", "H"],
  "coordinates": [[-4.6165, 1.5239, 1.3358], [-0.9971, 1.2374, 3.7363], [-3.9427, -3.3293, 0.6678], [-0.9110, 2.0848, 2.6804], [-5.8127, 1.2249, 2.0111], [-2.0585, -0.3949, -0.4487], [-4.3330, -0.9128, 1.0266], [-3.6041, -1.9802, 0.5068], [2.7584, 2.4684, 0.6628], [-5.1323, -3.5563, 1.3817], [0.4481, 3.1290, 0.8789], [1.4016, 1.4875, 2.3840], [-2.4524, -1.6955, -0.2322], [-2.2851, 1.1835, 4.3092], [-3.9405, 0.4085, 0.8260], [0.2891, 2.2462, 1.9756], [4.0691, 2.5865, -0.0317], [1.6639, 3.2286, 0.2456], [2.6065, 1.5966, 1.7414], [-2.7913, 0.6479, 0.0679], [-6.4926, 0.7037, 1.3368], [-5.2178, -1.1120, 1.5964], [4.4505, 3.6070, 0.0234], [-1.8770, -2.5172, -0.6228], [3.4467, 1.0076, 2.0669], [-1.7902, 2.6358, 2.3884], [1.7929, 3.9022, -0.5858], [-2.2632, 0.4670, 5.1337], [1.2738, 0.8195, 3.2180], [-0.3877, 3.7230, 0.5543], [-6.2784, 2.1568, 2.3334], [3.9795, 2.3152, -1.0844], [-3.0061, 0.8502, 3.5601], [-1.1696, -0.1907, -1.0246], [-5.9692, -3.0897, 0.8613], [-2.5619, 2.1666, 4.6959], [-2.4902, 1.6678, -0.0978], [-5.3077, -4.6313, 1.4411], [-5.0395, -3.1580, 2.3923], [-5.6037, 0.6141, 2.8896], [4.8130, 1.9284, 0.4196]],
  "forces_ev_per_a": [[1.0930, -0.9271, -0.5940], [1.0627, 2.3337, -3.2201], [0.7655, 1.7856, -0.3735], [0.6523, -1.7650, 1.6311], [-0.4152, 0.0486, 0.1384], [-0.0618, -0.2260, 0.1247], [-0.5927, -0.0648, 0.4498], [0.3165, -0.7138, -0.2785], [0.0865, -0.0541, 0.0218], [-0.3224, -0.1577, 0.1614], [-0.1176, -0.0358, 0.1207], [0.2424, -0.1967, 0.1267], [-0.1398, -0.8302, 0.1204], [-1.4718, -0.2295, 0.7989], [0.3099, 0.3832, -0.2152], [0.1802, -0.3135, 0.3434], [0.3362, -0.1897, 0.0794], [-0.4244, 0.1035, 0.0606], [-0.1552, -0.0976, 0.1690], [-0.4598, 0.8447, 0.6085], [-0.1645, -0.0675, 0.1287], [-0.2316, -0.0729, 0.1202], [-0.0776, 0.0479, -0.0652], [0.0622, -0.1686, -0.1058], [0.1337, -0.1079, 0.0715], [-0.4788, 0.0544, 0.1058], [-0.0877, 0.1263, -0.1184], [0.1725, 0.1536, -0.2330], [0.1262, -0.1681, 0.1277], [-0.2095, 0.1722, -0.1364], [0.2066, -0.0142, -0.1346], [-0.0618, 0.0864, -0.0341], [0.0209, 0.0244, 0.0556], [0.0851, -0.0013, -0.0945], [-0.1828, -0.0074, 0.1033], [-0.0020, -0.1067, -0.0152], [0.0048, 0.2831, -0.1438], [0.2049, 0.1331, -0.1197], [-0.1711, -0.0091, 0.1365], [-0.1700, -0.1188, 0.1248], [-0.0639, 0.0630, -0.0468]],
  "lowdin_charge": [-0.1072, -0.0268, -0.0747, 0.0715, -0.0927, -0.0811, 0.0253, -0.2264, -0.2154, -0.0909, 0.0281, 0.0373, -0.0117, -0.0210, -0.2602, -0.1796, -0.0171, -0.0016, 0.0081, -0.0487, 0.1029, 0.0840, 0.1037, 0.1195, 0.1263, 0.1538, 0.1300, 0.1149, 0.1313, 0.1275, 0.1000, 0.1035, 0.0903, 0.1096, 0.0984, 0.1134, 0.1036, 0.1007, 0.0934, 0.0887, 0.0892]
}

***

{
  "formula": "C31H55IN3O4",
  "method": "ωB97M-V/def2-TZVPD",
  "energy_ev": -53787.667,
  "lumo_ev": [-3.16, -3.16],
  "orbital_gap_ev": [7.2, 7.9],
  "charge": 1,
  "spin_multiplicity": 3,
  "elements": ["I", "O", "O", "O", "O", "N", "N", "N", "C", "C", "C", "C", "C", "C", "C", "C", "C", "C", "C", "C", "C", "C", "C", "C", "C", "C", "C", "C", "C", "C", "C", "C", "C", "C", "C", "C", "C", "C", "C", "H", "H", "H", "H", "H", "H", "H", "H", "H", "H", "H", "H", "H", "H", "H", "H", "H", "H", "H", "H", "H", "H", "H", "H", "H", "H", "H", "H", "H", "H", "H", "H", "H", "H", "H", "H", "H", "H", "H", "H", "H", "H", "H", "H", "H", "H", "H", "H", "H", "H", "H", "H", "H", "H", "H"],
  "coordinates": [[-3.9809, -3.6633, 1.1714], [3.6021, 4.6642, 0.3481], [-0.6204, 1.1160, 0.3717], [2.1061, -5.7070, 1.5955], [-2.0903, -2.8110, -0.9294], [3.9093, 5.8755, -0.0932], [-2.6355, 0.1636, -0.5437], [1.2513, -6.7009, 1.3954], [-3.0029, -2.3802, -0.3093], [3.4356, 8.2811, 0.3619], [1.5478, 6.7445, -0.2431], [2.0256, -7.8796, 0.9021], [-3.6306, -0.9506, -0.4661], [-8.3304, 0.6978, 1.3539], [1.7945, 1.7002, 0.8004], [4.8400, 7.0253, -2.0926], [-6.7123, 0.2459, -0.4885], [0.1600, -6.1958, 0.5117], [1.2886, -7.3535, -1.4826], [2.6925, 6.6275, 1.9765], [-5.9121, 1.4165, -0.0815], [3.2812, -8.1433, 1.7535], [2.6437, 5.7686, -2.2756], [-4.6549, 1.7245, -0.9633], [4.8129, 4.5795, -2.0630], [2.9080, 6.8335, 0.4656], [1.6644, 6.8206, -1.7612], [-1.0835, -7.1174, 0.6504], [1.1940, -9.1714, 1.0605], [-3.2687, 1.5044, -0.2094], [-1.3851, -0.0683, 0.2413], [-7.5180, 1.8247, 1.7694], [-6.2914, 2.2187, 1.0739], [4.0178, 5.8097, -1.5821], [0.5875, -6.1001, -0.9644], [0.5259, 0.8855, 1.2323], [-0.3455, -4.8040, 0.9359], [-7.9250, -0.1314, 0.2119], [2.4482, -7.7331, -0.5679], [5.3864, 7.5171, -1.2867], [1.7808, 2.6766, 1.3441], [-6.4015, -0.3700, -1.3650], [-1.5750, -0.5606, 1.2336], [4.4376, 8.3620, 0.7921], [-4.7238, 2.8039, -1.2645], [5.7978, 4.5369, -1.5920], [4.2949, 3.6392, -1.8624], [-2.6108, 2.3529, -0.5292], [-9.2753, 0.4305, 1.8786], [-5.6585, 3.0768, 1.3841], [0.3502, -9.2338, 0.3744], [-1.0192, -7.7619, 1.5282], [0.7726, -0.2148, 1.1587], [0.6827, 6.6496, -2.2109], [3.4700, 8.6603, -0.6583], [2.1877, 4.7824, -2.1330], [0.4035, -4.0213, 0.7900], [2.7892, 8.9671, 0.9126], [2.8931, -8.6673, -0.9233], [-7.8723, 2.4165, 2.6490], [1.6668, -7.1640, -2.4903], [0.8140, -9.2671, 2.0815], [1.0484, 5.8055, 0.0238], [2.2009, 5.6804, 2.2049], [-2.3655, 0.2465, -1.5384], [2.6893, 1.1315, 1.1536], [-1.2347, -7.7508, -0.2261], [-2.0045, -6.5453, 0.7834], [-4.2736, -0.7543, 0.4363], [0.5806, -8.1821, -1.5735], [-0.7467, -0.7730, -0.3648], [2.0544, 7.4141, 2.3841], [0.8917, 7.5480, 0.1058], [2.7670, 5.8930, -3.3553], [3.2295, -6.9702, -0.6576], [0.1966, 1.0905, 2.2892], [-1.2098, -4.5068, 0.3399], [5.6028, 6.7291, -2.8146], [-4.6787, 1.1354, -1.9247], [1.8072, -10.0513, 0.8583], [-0.6494, -4.7971, 1.9864], [-8.4962, -1.0126, -0.1453], [-3.4982, 1.5465, 0.8906], [4.2173, 7.7737, -2.5874], [1.8672, 1.8247, -0.3109], [3.7604, -9.0767, 1.4521], [1.9734, 7.8212, -2.0753], [-4.3174, -0.9917, -1.3532], [4.9630, 4.6184, -3.1436], [1.2677, -5.2518, -1.0974], [-0.2841, -5.8920, -1.5929], [3.0263, -8.2299, 2.8128], [3.6419, 6.6596, 2.5165], [4.0331, -7.3603, 1.6456]],
  "forces_ev_per_a": [[0.0619, 0.6969, -0.5109], [0.8529, 0.9898, 0.0066], [-1.1198, -0.2869, -0.2659], [-0.9232, -0.8639, 0.5402], [-0.3336, 0.7324, -0.1118], [-2.4005, -2.6558, -0.0111], [0.0227, 1.0136, -0.9393], [2.2984, 2.2773, -1.4036], [-0.1569, -0.2138, 0.1823], [0.1627, 0.1337, -0.3277], [-0.0755, -0.2839, -0.3902], [0.1703, -2.1877, 0.2430], [-1.0955, -0.9921, 1.3848], [1.4683, -0.1533, -1.3384], [-0.6329, -0.0818, 0.6605], [0.0418, 0.3756, 0.0716], [-0.7511, 1.0978, 1.5832], [-2.0784, -0.0773, -0.2123], [-0.0240, 0.0518, 0.0592], [0.1718, -0.6717, -0.0184], [-1.0465, -1.2181, 0.0497], [0.0774, 0.6908, 0.2036], [-0.4569, 0.0983, 0.3084], [-0.2776, 0.1715, 0.4065], [-0.1823, -0.4547, 0.6446], [-0.1085, 1.9734, 0.9136], [0.0613, -0.0615, -0.0065], [-0.0993, -0.3575, 0.0457], [-0.3936, 0.0037, -0.1003], [-1.7063, 1.3685, -0.0319], [2.6344, -0.8239, 0.2279], [0.2938, -0.5180, -0.8746], [-1.2873, -2.3190, -1.0924], [1.3047, 0.6659, -1.6231], [0.4672, -0.2011, -0.1696], [0.7540, -0.9672, 0.1999], [0.6726, 0.2579, 0.3928], [1.5368, 2.1331, 0.6730], [-0.1348, 0.4057, -0.2713], [-0.1183, -0.0573, 0.0100], [0.1924, -0.6155, -0.8615], [-0.2765, 0.7112, 0.7311], [-0.4626, 0.5747, -0.7807], [-0.0754, -0.0574, -0.0531], [0.3046, -0.9567, 0.2669], [-0.0698, 0.0200, 0.0236], [0.0347, 0.1243, 0.1927], [-0.0856, -1.2717, 0.5632], [0.9736, 0.4332, -0.3371], [-0.7301, -0.6519, -0.1601], [-0.0184, 0.0637, 0.0726], [0.1054, 0.0359, -0.0773], [-0.1781, 0.9842, 0.1512], [0.0337, 0.0508, -0.0129], [0.0810, -0.0753, 0.0179], [0.1492, -0.0443, 0.1276], [0.1165, -0.1832, 0.1289], [-0.0574, -0.1975, 0.0494], [-0.0248, -0.0106, 0.2664], [0.4631, -0.5606, -0.9246], [-0.0412, -0.0310, 0.0227], [0.0318, 0.0565, -0.0793], [0.1742, -0.0493, 0.0629], [0.1614, -0.0307, -0.1133], [0.1548, -0.0564, 0.4899], [-0.6928, 0.5048, -0.3025], [0.0658, -0.0475, 0.0842], [0.1479, 0.1369, -0.1384], [0.6375, -0.1916, -0.9280], [0.0066, 0.0086, 0.0425], [-0.9126, 0.2834, 0.5789], [0.0763, 0.0869, -0.2626], [0.2159, -0.0087, 0.1685], [0.2608, -0.0410, 0.0931], [-0.0610, 0.0297, 0.1715], [0.4751, -0.0991, -0.9586], [0.1584, -0.4636, -0.0509], [-0.1940, -0.1545, -0.0109], [-0.0944, 0.5879, 0.9214], [0.1272, 0.1717, 0.0116], [0.0792, -0.0537, -0.0146], [0.3372, 0.8156, 0.4817], [0.6754, -0.1774, -1.0081], [0.0155, 0.0210, 0.1136], [-0.1783, -0.0373, 1.0691], [-0.2599, 0.0044, -0.1294], [0.0234, -0.0174, 0.0371], [0.9106, 0.2490, 0.7262], [-0.0940, 0.3073, 0.0746], [0.0096, 0.0079, 0.2003], [-0.1028, 0.0395, 0.2506], [-0.0198, 0.0540, -0.0691], [-0.0363, -0.0438, -0.0739], [-0.1828, 0.0738, 0.0471]],
  "lowdin_charge": [0.8992, -0.0363, -0.1492, -0.0185, 0.0276, -0.0570, -0.0613, -0.0625, -0.7700, -0.0404, -0.1400, -0.4906, -0.1268, -0.0635, -0.0516, -0.0289, -0.0651, -0.4676, -0.1778, -0.0430, -0.2245, -0.0420, -0.1410, -0.1253, -0.0486, -0.4896, -0.1807, -0.0248, -0.0423, -0.0807, -0.1671, -0.0646, -0.0270, -0.4746, -0.1372, -0.2199, -0.0777, -0.0523, -0.1353, 0.0801, 0.0736, 0.0979, 0.1714, 0.0943, 0.1302, 0.0944, 0.0703, 0.1461, 0.1067, 0.1131, 0.0618, 0.0812, 0.1217, 0.1118, 0.0632, 0.1164, 0.0771, 0.0885, 0.1270, 0.1083, 0.1149, 0.0926, 0.1179, 0.0702, 0.2049, 0.0906, 0.0794, 0.0551, 0.1169, 0.1032, 0.1583, 0.0867, 0.1252, 0.1264, 0.1258, 0.1372, 0.0057, 0.0800, 0.1193, 0.0889, 0.0887, 0.1060, 0.1520, 0.0776, 0.0893, 0.0876, 0.1041, 0.1400, 0.0876, 0.1230, 0.1242, 0.0916, 0.0931, 0.0793]
}